P.
The following is a DFT calculation (ωB97M-V/def2-TZVPD) of a structure of composition C26H21Cl5CrN4O3.

ORCA input file:
```
! RIJCOSX wB97M-V def2-TZVPD def2/J DEFGRID3
* xyz 0 5
Cr 0.0013 -0.2224 -0.0213
C -2.9945 -0.7399 -0.0297
N -1.7340 -1.4989 -0.0260
C -1.6136 -2.3037 1.1996
C -1.0504 -1.4682 2.3322
C -1.3019 -1.7872 3.6518
C -0.6852 -1.0609 4.6591
C 0.1718 -0.0322 4.2948
C 0.3639 0.2346 2.9562
N -0.2271 -0.4600 1.9824
C -1.5967 -2.2846 -1.2602
C -1.0902 -1.4132 -2.3925
C -1.3379 -1.7393 -3.7118
C -0.7760 -0.9769 -4.7255
C 0.0024 0.1155 -4.3633
C 0.1923 0.3903 -3.0269
N -0.3202 -0.3584 -2.0441
C -2.7865 0.7539 0.0003
C -3.8817 1.5992 -0.0201
C -3.6922 2.9711 0.0180
C -2.3869 3.4358 0.1013
C -1.3529 2.5267 0.1347
N -1.5229 1.2002 0.0720
H -3.5923 -1.0152 0.8442
H -3.5814 -0.9957 -0.9172
H -0.9048 -3.1118 1.0202
H -2.5689 -2.7601 1.4858
H -1.9728 -2.6043 3.8839
H -0.8674 -1.2955 5.6984
H 0.6895 0.5500 5.0436
H 1.0224 1.0276 2.6225
H -2.5339 -2.7840 -1.5368
H -0.8411 -3.0509 -1.0891
H -1.9623 -2.5938 -3.9403
H -0.9440 -1.2269 -5.7635
H 0.4565 0.7426 -5.1175
H 0.7790 1.2401 -2.6982
H -4.8792 1.1793 -0.0619
H -4.5347 3.6478 -0.0074
H -2.1713 4.4943 0.1426
H -0.3256 2.8384 0.2131
Cl 6.4312 4.4549 -0.0252
C 4.9750 3.5382 -0.0201
C 5.0033 2.1521 0.0943
Cl 6.5188 1.3533 0.2309
C 3.8320 1.4087 0.0994
Cl 3.9329 -0.2851 0.2734
C 2.5324 1.9938 -0.0276
O 1.4012 1.3522 -0.0388
C 2.5648 3.4150 -0.1474
Cl 1.0818 4.2773 -0.3444
C 3.7401 4.1591 -0.1345
Cl 3.6807 5.8780 -0.2662
C 2.0734 -4.0776 -0.1967
C 1.4908 -2.8602 0.5122
O 1.4419 -2.8275 1.7412
O 1.0317 -1.9499 -0.2809
H 3.0260 -4.3537 0.2527
H 2.2071 -3.8752 -1.2571
H 1.3864 -4.9168 -0.0686
*
```

- HOMO energy (spin up / spin down) (eV) = -5.518 / -7.359
- gap between HOMO and LUMO (spin up / spin down) (eV) = 5.64 / 7.34

natural (NBO) atomic charge list, values in e, 2 entries:
1 Cr 1.158
2 C -0.251

Q.
The following is a DFT calculation (ωB97M-V/def2-TZVPD) of a structure of composition C26H21Cl5CrN4O3.

ORCA input file:
```
! RIJCOSX wB97M-V def2-TZVPD def2/J DEFGRID3
* xyz 0 5
Cr 0.4513 -0.1386 -0.4549
C -2.2250 -1.8087 -0.2286
N -2.0172 -0.3667 -0.0951
C -2.6486 0.1654 1.1002
C -2.0411 -0.3104 2.3868
C -2.4707 0.2810 3.5724
C -1.8944 -0.1221 4.7544
C -0.9141 -1.1117 4.7266
C -0.5808 -1.6622 3.5045
N -1.1398 -1.2833 2.3470
C -2.4060 0.4378 -1.2544
C -1.6417 0.0805 -2.5049
C -2.0931 0.4703 -3.7600
C -1.3342 0.1489 -4.8623
C -0.1645 -0.5818 -4.7017
C 0.2049 -0.9356 -3.4205
N -0.5111 -0.5948 -2.3473
C -0.9894 -2.6940 -0.1125
C -1.1509 -4.0720 -0.1316
C -0.0450 -4.8875 -0.0017
C 1.2044 -4.3156 0.1619
C 1.2877 -2.9352 0.1635
N 0.2189 -2.1525 0.0089
H -2.7123 -2.0449 -1.1790
H -2.9042 -2.1404 0.5573
H -3.7204 -0.0969 1.1215
H -2.5709 1.2490 1.0584
H -3.2172 1.0671 3.5526
H -2.1933 0.3324 5.6909
H -0.4255 -1.4478 5.6321
H 0.1737 -2.4394 3.4379
H -2.1920 1.4835 -1.0193
H -3.4809 0.3528 -1.4718
H -3.0177 1.0273 -3.8518
H -1.6536 0.4591 -5.8501
H 0.4555 -0.8587 -5.5436
H 1.1086 -1.5037 -3.2328
H -2.1449 -4.4896 -0.2385
H -0.1582 -5.9651 -0.0202
H 2.0979 -4.9121 0.2842
H 2.2316 -2.4188 0.3026
Cl 5.5341 4.9180 -0.7229
C 4.1307 3.9374 -0.9666
C 4.2486 2.5607 -1.1362
Cl 5.8102 1.8185 -1.1297
C 3.1162 1.7824 -1.3173
Cl 3.2613 0.0575 -1.5498
C 1.8129 2.3254 -1.3083
O 0.7450 1.6026 -1.4249
C 1.7304 3.7244 -1.1724
Cl 0.1472 4.4227 -1.2035
C 2.8607 4.5110 -0.9994
Cl 2.6913 6.2209 -0.8183
C 1.9593 2.1644 2.6718
C 1.0891 1.4423 1.6735
O -0.0443 1.8573 1.4142
O 1.6243 0.4061 1.1198
H 1.6194 3.1907 2.7917
H 3.0043 2.1400 2.3615
H 1.8836 1.6528 3.6357
*
```

- HOMO energy (spin up / spin down) (eV) = -7.237 / -7.458
- gap between HOMO and LUMO (spin up / spin down) (eV) = 7.42 / 7.59

natural (NBO) atomic charge list, values in e, 2 entries:
1 Cr 1.232
2 C -0.261

The structure with the least stability is P.

P.
The following is a DFT calculation (ωB97M-V/def2-TZVPD) of a cluster of 2 separate species, C3H8NO in total.

ORCA input file:
```
! RIJCOSX wB97M-V def2-TZVPD def2/J DEFGRID3
* xyz -1 1
C -1.5257 1.8749 -0.0722
O -1.2632 1.0602 -1.2065
H -2.2312 1.3580 0.5949
H -2.0057 2.7915 -0.3888
H -0.5057 2.1541 0.4066
C 1.7944 -1.9866 -0.3928
C 0.7305 -1.4543 0.4920
N 0.1353 -0.2287 0.6922
H 2.4632 -1.2951 -0.8409
H 1.7041 -3.0928 -0.7091
H 0.5975 -2.1000 1.2833
H 0.8256 0.5863 0.8396
H -0.7192 0.3326 -0.6983
*
```

- HOMO energy (eV) = -2.427
- gap between HOMO and LUMO (eV) = 6.81

natural (NBO) atomic charge list, values in e, 2 entries:
1 C -0.240
2 O -0.806

Q.
The following is a DFT calculation (ωB97M-V/def2-TZVPD) of the ion C3H8NO with charge -1.

ORCA input file:
```
! RIJCOSX wB97M-V def2-TZVPD def2/J DEFGRID3
* xyz -1 1
C 0.2638 -0.7804 0.5263
N -0.1433 -0.7776 -0.8948
C -0.7979 0.5526 -1.3253
O -1.7040 0.9516 -0.4756
C 0.5894 0.4755 1.3351
H 1.1978 -1.3624 0.4322
H -0.4215 -1.3909 1.1253
H 0.0833 -1.7085 -1.1973
H 0.1207 1.1958 -1.4431
H -1.1361 0.4138 -2.3885
H -0.3618 0.8886 1.6648
H 1.4122 0.2911 2.0200
H 0.8974 1.2507 0.6208
*
```

- HOMO energy (eV) = -2.161
- gap between HOMO and LUMO (eV) = 6.71

natural (NBO) atomic charge list, values in e, 2 entries:
1 C -0.189
2 N -0.772

R.
The following is a DFT calculation (ωB97M-V/def2-TZVPD) of a structure of composition C3H8NO.

ORCA input file:
```
! RIJCOSX wB97M-V def2-TZVPD def2/J DEFGRID3
* xyz -1 1
C 0.8867 0.0185 0.2462
N 2.1939 0.2780 -0.2270
C -0.1933 -0.4032 -1.0060
C -0.4233 -0.9406 0.3181
O -1.2869 -0.5289 1.3034
H 1.6619 -0.3734 0.9659
H -2.3120 2.2908 0.2317
H 0.4665 0.9374 0.5750
H 2.8579 -0.4503 -0.3482
H 0.2572 -0.9437 -1.8341
H -1.0464 0.1881 -1.3079
H -2.8933 1.9570 0.6377
H -0.1689 -2.0296 0.4453
*
```

- HOMO energy (eV) = -2.249
- gap between HOMO and LUMO (eV) = 6.91

natural (NBO) atomic charge list, values in e, 2 entries:
1 C -0.386
2 N -0.940

S.
The following is a DFT calculation (ωB97M-V/def2-TZVPD) of a cluster of 2 separate species, C3H8NO in total.

ORCA input file:
```
! RIJCOSX wB97M-V def2-TZVPD def2/J DEFGRID3
* xyz -1 1
C -0.1042 1.4030 -2.2655
O 0.3622 0.4391 -1.4439
H 0.6723 1.8879 -2.9087
H -0.6233 2.2513 -1.7438
H -0.8561 1.0550 -3.0260
C 0.9130 -1.2724 1.1007
C -1.0047 -0.0261 1.2786
N -0.2386 -0.8263 1.8871
H 0.7468 -2.2853 0.7231
H 1.0961 -0.6198 0.2431
H 1.7838 -1.2893 1.7612
H -1.8780 0.3605 1.8189
H -0.8323 0.2751 0.2306
*
```

- HOMO energy (eV) = -2.509
- gap between HOMO and LUMO (eV) = 7.05

natural (NBO) atomic charge list, values in e, 2 entries:
1 C -0.188
2 O -0.987

The structure with the least stability is R.